No. 1
The following is a quantum chemistry calculation of a structure of composition C37H49BI2N6O2PS4Zr, from the Open Molecules 2025 dataset.

Gap between HOMO and LUMO, Eh: 0.2793
Total charge: +1
LUMO energy, eV: -2.66
Energy above the lowest of the compared OMol25 structures with the same formula, charge and spin, kJ/mol: 29.3

Each line ends with the Mulliken charge.
Geometry (Å):
Zr 0.101 0.007 0.063  0.924
I 4.290 1.443 6.595  0.115
C 3.426 1.043 4.754  -0.699
C 4.229 0.793 3.653  -0.321
C 3.647 0.540 2.415  -0.694
I 4.863 -0.080 0.854  0.119
C 2.270 0.559 2.286  0.217
O 1.680 0.386 1.082  1.729
C 1.457 0.714 3.405  0.687
C -0.008 0.401 3.345  -1.474
N -0.710 0.986 2.174  0.051
C -0.749 2.445 2.331  -0.783
C -0.764 3.197 1.035  0.072
C -1.056 4.555 1.081  -1.200
C -1.170 5.266 -0.094  -0.713
C -1.004 4.580 -1.286  -1.288
C -0.686 3.238 -1.246  -0.267
N -0.535 2.535 -0.108  1.235
C 2.043 0.982 4.634  -0.754
H 5.304 0.775 3.749  0.433
H -0.134 -0.681 3.288  0.159
H -0.489 0.750 4.266  0.526
H -1.660 0.612 2.214  -0.237
H -1.624 2.736 2.923  0.323
H 0.133 2.754 2.904  0.791
H -1.212 5.028 2.040  0.555
H -1.408 6.320 -0.081  0.441
H -1.119 5.065 -2.244  0.543
H -0.555 2.703 -2.172  0.422
H 1.413 1.109 5.503  0.494
C 3.666 2.198 -1.672  -0.951
N 3.589 0.939 -2.393  0.419
C 4.644 0.257 -2.957  -0.752
C 4.115 -0.808 -3.606  -0.509
N 2.751 -0.776 -3.444  0.337
B 1.727 -1.667 -4.207  0.228
N 1.145 -2.814 -3.282  0.580
C 0.627 -3.934 -3.887  -0.843
C 0.276 -4.816 -2.924  -0.544
N 0.581 -4.228 -1.725  0.282
C 0.381 -4.850 -0.428  -1.032
C 1.093 -2.996 -1.959  -0.288
S 1.705 -1.980 -0.689  -0.499
C 2.461 0.286 -2.688  -1.099
S 0.879 0.834 -2.295  -0.033
H 4.702 2.364 -1.389  0.350
H 3.053 2.137 -0.772  0.257
H 3.319 3.011 -2.309  0.304
H 5.656 0.597 -2.851  0.534
H 4.584 -1.583 -4.181  0.584
H 2.329 -2.225 -5.086  -0.203
H 0.821 -0.991 -4.623  -0.138
H 0.583 -4.012 -4.954  0.555
H -0.141 -5.802 -2.982  0.552
H 0.598 -5.911 -0.522  0.445
H -0.646 -4.704 -0.090  0.294
H 1.063 -4.389 0.283  0.253
C -0.084 -5.121 3.306  -0.858
O -0.743 -4.130 2.509  -0.153
C -0.070 -3.015 2.220  -0.164
S 1.460 -2.703 2.694  -0.082
S -1.130 -1.993 1.263  -0.106
H -0.820 -5.911 3.422  0.257
H 0.203 -4.700 4.269  0.354
H 0.808 -5.480 2.792  0.354
C -4.554 -1.555 -2.856  -1.676
C -3.547 -1.745 -1.715  2.530
C -4.217 -2.591 -0.628  -2.152
C -2.346 -2.528 -2.245  -1.877
P -2.905 -0.105 -1.032  2.167
C -2.872 0.978 -2.522  1.863
C -2.011 0.601 -3.553  -0.472
C -1.934 1.318 -4.737  -0.789
C -2.724 2.440 -4.921  -0.890
C -3.594 2.829 -3.914  -0.932
C -3.674 2.102 -2.736  -1.092
C -4.231 0.598 0.116  1.889
C -5.646 0.629 -0.479  -1.989
C -4.291 -0.225 1.422  -1.847
C -3.814 2.015 0.527  -2.106
H -4.759 -2.541 -3.280  0.543
H -4.176 -0.927 -3.661  0.230
H -5.500 -1.146 -2.511  0.319
H -4.442 -3.563 -1.069  0.672
H -5.163 -2.165 -0.307  0.464
H -3.582 -2.758 0.243  0.168
H -2.636 -3.575 -2.354  0.757
H -1.498 -2.494 -1.559  -0.114
H -2.024 -2.183 -3.225  0.366
H -1.360 -0.253 -3.442  -0.345
H -1.241 0.996 -5.502  0.510
H -2.667 3.005 -5.842  0.413
H -4.229 3.694 -4.044  0.465
H -4.383 2.435 -1.996  0.154
H -6.062 -0.371 -0.573  0.425
H -5.712 1.106 -1.452  0.295
H -6.293 1.180 0.208  0.514
H -4.934 -1.096 1.336  0.423
H -4.707 0.404 2.210  0.490
H -3.322 -0.598 1.756  0.193
H -3.822 2.750 -0.275  0.242
H -2.810 2.013 0.941  0.318
H -4.494 2.364 1.305  0.781



No. 2
The following is a quantum chemistry calculation of a structure of composition C37H49GeN3O5PtS3SeSi2, from the Open Molecules 2025 dataset.

Gap between HOMO and LUMO, Eh: 0.2422
Total charge: 0
LUMO energy, eV: -1.09
Energy above the lowest of the compared OMol25 structures with the same formula, charge and spin, kJ/mol: 0.0

Each line ends with the Mulliken charge.
Geometry (Å):
Pt 0.136 0.657 -0.565  0.856
C -0.767 4.789 -2.265  -1.210
Si -1.507 3.692 -0.939  0.399
C -2.956 2.821 -1.677  -0.491
C -2.181 4.615 0.547  -0.968
N -0.143 2.642 -0.330  0.675
C 0.899 3.193 0.247  1.516
C 1.126 4.606 0.467  -0.748
C 2.220 5.008 1.148  -0.885
C 3.197 4.088 1.681  -0.753
C 3.047 2.767 1.495  -0.615
C 1.913 2.263 0.745  -0.118
N 1.697 1.010 0.528  -0.257
Si 2.446 -1.542 2.423  1.092
C 3.288 -2.801 3.601  -1.480
C 3.812 -1.574 1.119  -1.257
C 1.418 -0.618 3.711  -0.972
H -1.583 5.236 -2.838  0.365
H -0.188 4.170 -2.956  0.297
H -0.123 5.594 -1.917  0.368
H -3.708 3.602 -1.842  0.615
H -3.372 2.074 -1.006  -0.171
H -2.738 2.336 -2.626  0.056
H -2.824 5.427 0.195  0.402
H -1.444 5.041 1.228  0.362
H -2.814 3.930 1.117  0.152
H 0.438 5.340 0.082  0.258
H 2.379 6.068 1.299  0.418
H 4.050 4.483 2.217  0.403
H 3.778 2.058 1.865  0.453
H 4.336 -2.522 3.751  0.374
H 3.315 -3.798 3.148  0.445
H 2.822 -2.890 4.584  0.320
H 4.683 -1.005 1.457  0.476
H 3.501 -1.157 0.162  0.197
H 4.145 -2.607 0.981  0.436
H 2.009 0.059 4.332  0.512
H 0.994 -1.384 4.364  0.434
H 0.608 -0.052 3.249  -0.220
O 0.751 -1.241 -1.171  -0.767
C 0.875 -2.439 -1.354  -0.978
C 0.956 -3.550 -0.412  1.636
C 0.863 -4.804 -1.018  -0.513
C 0.862 -5.942 -0.253  -0.774
C 0.966 -5.882 1.130  -0.638
C 1.069 -4.657 1.745  -0.457
C 1.063 -3.466 1.000  -0.372
O 1.127 -2.327 1.654  0.099
N 0.741 -7.248 -0.909  1.043
O 0.637 -7.264 -2.119  -0.623
O 0.748 -8.236 -0.201  -0.639
H 0.876 -2.764 -2.407  0.410
H 0.768 -4.882 -2.093  0.560
H 0.965 -6.799 1.701  0.563
H 1.151 -4.582 2.820  0.707
O -1.612 0.322 -1.532  -0.220
C -1.897 -0.768 -2.346  1.838
C -0.919 -0.821 -3.514  -0.095
C -0.557 -1.821 -4.368  -0.683
C 0.316 -1.379 -5.403  -0.802
C 0.582 -0.048 -5.321  -0.758
S -0.201 0.671 -3.981  -0.021
C -1.954 -2.065 -1.529  -1.099
C -1.869 -2.145 -0.172  1.456
C -2.069 -3.462 0.331  -1.129
C -2.314 -4.362 -0.657  -0.621
S -2.312 -3.613 -2.197  -0.223
C -3.299 -0.542 -2.916  -0.521
C -3.691 -0.323 -4.201  -0.688
C -5.094 -0.110 -4.322  -0.774
C -5.733 -0.181 -3.125  -0.729
S -4.647 -0.522 -1.846  0.169
H -0.909 -2.839 -4.287  0.659
H 0.718 -2.026 -6.170  0.418
H 1.213 0.541 -5.966  0.480
H -1.653 -1.279 0.438  -0.446
H -2.025 -3.724 1.379  0.561
H -2.492 -5.422 -0.569  0.594
H -3.001 -0.307 -5.033  0.517
H -5.597 0.088 -5.258  0.423
H -6.786 -0.059 -2.926  0.469
C -5.202 1.277 4.309  -1.215
Ge -4.713 -0.486 3.621  0.621
C -5.057 -1.860 4.974  -1.233
C -5.696 -0.870 1.981  -1.101
C -2.797 -0.505 3.181  -0.411
Se -2.275 0.962 1.996  0.317
C -1.718 2.204 3.385  -1.105
H -6.281 1.342 4.453  0.398
H -4.904 2.049 3.598  0.314
H -4.719 1.474 5.267  0.334
H -6.118 -1.905 5.223  0.381
H -4.500 -1.649 5.887  0.364
H -4.753 -2.841 4.606  0.353
H -6.771 -0.797 2.149  0.470
H -5.470 -1.875 1.621  0.345
H -5.419 -0.161 1.200  0.177
H -2.547 -1.426 2.651  -0.309
H -2.158 -0.460 4.064  0.585
H -2.570 2.545 3.969  0.329
H -1.255 3.055 2.888  0.226
H -0.982 1.725 4.029  0.395